{"formula": "C31H49FN2O5S6SeSi2Ta", "method": "ωB97M-V with the def2-TZVPD basis set", "symbols": ["Ta", "C", "C", "C", "C", "C", "C", "C", "S", "O", "O", "N", "C", "C", "C", "C", "C", "C", "C", "C", "N", "C", "H", "H", "H", "H", "H", "H", "H", "H", "H", "H", "H", "H", "H", "C", "C", "C", "C", "O", "Si", "S", "O", "C", "C", "C", "C", "O", "C", "C", "C", "C", "H", "H", "H", "H", "H", "H", "H", "H", "H", "H", "H", "H", "H", "H", "H", "H", "H", "H", "H", "H", "H", "H", "H", "H", "H", "H", "H", "S", "S", "S", "S", "F", "C", "Si", "C", "C", "Se", "H", "H", "H", "H", "H", "H", "H", "H", "H"], "xyz": [[-0.742, 0.228, -0.614], [2.924, -0.635, -7.991], [2.655, -0.577, -6.506], [1.446, -0.091, -6.019], [1.203, -0.007, -4.656], [2.189, -0.412, -3.767], [3.410, -0.894, -4.225], [3.630, -0.982, -5.593], [1.887, -0.310, -2.024], [1.046, -1.452, -1.688], [3.177, -0.183, -1.406], [0.878, 0.949, -1.888], [1.434, 2.253, -1.897], [2.617, 2.639, -2.484], [3.025, 3.992, -2.467], [2.253, 4.953, -1.888], [1.036, 4.577, -1.269], [0.159, 5.510, -0.662], [-0.979, 5.070, -0.076], [-1.250, 3.679, -0.039], [-0.476, 2.792, -0.588], [0.653, 3.225, -1.240], [2.004, -0.510, -8.566], [3.378, -1.588, -8.272], [3.615, 0.159, -8.291], [0.681, 0.239, -6.719], [0.259, 0.386, -4.280], [4.169, -1.186, -3.507], [4.579, -1.362, -5.960], [3.255, 1.908, -2.956], [3.964, 4.260, -2.939], [2.552, 5.999, -1.890], [0.411, 6.565, -0.683], [-1.680, 5.753, 0.384], [-2.116, 3.297, 0.479], [1.369, 1.209, 4.659], [0.554, 1.875, 3.553], [-0.504, 2.795, 4.151], [1.480, 2.661, 2.643], [-0.096, 0.899, 2.704], [-0.809, -0.557, 3.015], [-1.345, -1.461, 1.185], [-2.114, -0.165, 3.943], [-3.036, -0.953, 4.703], [-3.421, -2.212, 3.931], [-2.406, -1.319, 6.043], [-4.253, -0.073, 4.916], [0.081, -1.560, 3.968], [0.996, -2.649, 3.768], [1.950, -2.374, 2.612], [1.771, -2.761, 5.070], [0.207, -3.928, 3.524], [1.892, 1.978, 5.233], [2.109, 0.526, 4.226], [0.732, 0.634, 5.339], [-0.029, 3.609, 4.712], [-1.166, 2.237, 4.815], [-1.115, 3.220, 3.348], [2.143, 3.294, 3.239], [0.909, 3.298, 1.962], [2.085, 1.969, 2.048], [-2.555, -2.877, 3.816], [-3.774, -1.944, 2.932], [-4.211, -2.755, 4.458], [-1.471, -1.863, 5.879], [-3.088, -1.944, 6.634], [-2.180, -0.409, 6.611], [-4.671, 0.217, 3.948], [-3.967, 0.836, 5.455], [-5.018, -0.604, 5.494], [2.428, -1.396, 2.727], [1.430, -2.374, 1.654], [2.728, -3.146, 2.593], [2.354, -1.850, 5.241], [2.455, -3.615, 5.034], [1.081, -2.896, 5.910], [-0.410, -3.821, 2.628], [-0.443, -4.141, 4.381], [0.890, -4.773, 3.380], [-1.735, 1.851, -3.083], [-3.360, 2.854, -2.383], [-4.233, 1.441, -1.186], [-2.878, 1.164, 0.360], [0.913, 0.102, 0.442], [-3.171, -3.590, -3.827], [-1.787, -2.401, -4.007], [-0.170, -3.249, -4.122], [-2.099, -1.235, -5.378], [-1.910, -1.304, -2.033], [-3.291, -4.216, -4.721], [-4.099, -3.036, -3.644], [-2.987, -4.230, -2.956], [-0.138, -3.927, -4.989], [-0.003, -3.824, -3.204], [0.637, -2.515, -4.208], [-2.407, -1.781, -6.283], [-1.203, -0.651, -5.599], [-2.888, -0.535, -5.083]], "largest_force_ha_per_bohr": 0.03800, "total_charge": -1, "e_tot_ha": -7223.2971, "gap_ev": 6.22}

***

{"formula": "C5H9N5", "method": "ωB97M-V with the def2-TZVPD basis set", "symbols": ["C", "C", "C", "C", "C", "N", "N", "N", "N", "N", "H", "H", "H", "H", "H", "H", "H", "H", "H"], "xyz": [[0.561, 0.816, 1.052], [1.749, 1.059, 3.209], [0.459, -0.786, -1.847], [-0.490, -1.774, -1.463], [-1.224, 1.618, -0.311], [0.889, 0.621, 2.198], [2.015, -0.586, 5.094], [0.728, 0.259, -1.185], [1.737, -0.014, 4.200], [-0.044, 0.777, -0.049], [2.769, 1.367, 2.982], [1.429, 1.932, 3.836], [1.150, -0.777, -2.856], [-0.760, -1.642, -0.438], [-0.026, -2.842, -1.388], [-1.281, -1.882, -2.251], [-1.350, 2.320, 0.461], [-2.110, 0.962, -0.307], [-1.037, 2.067, -1.289]], "largest_force_ha_per_bohr": 0.07560, "total_charge": 2, "e_tot_ha": -468.8531, "smiles": "C/C=N\\[N+](C)=C=NC[N+]#N", "gap_ev": 7.77}

***

{"formula": "C24H17BrF9N4O4Zn", "method": "ωB97M-V with the def2-TZVPD basis set", "symbols": ["Zn", "Br", "C", "C", "C", "C", "O", "C", "C", "N", "C", "C", "C", "C", "C", "C", "C", "C", "N", "C", "C", "H", "H", "H", "H", "H", "H", "H", "H", "H", "H", "C", "C", "N", "O", "C", "C", "N", "O", "H", "H", "H", "H", "H", "H", "H", "F", "C", "F", "F", "C", "O", "C", "F", "F", "F", "C", "F", "F", "F"], "xyz": [[-0.396, 0.019, 0.907], [6.379, -0.825, 0.899], [4.519, -1.226, 1.037], [3.956, -1.443, 2.291], [2.598, -1.664, 2.408], [1.757, -1.673, 1.273], [0.452, -1.690, 1.402], [2.389, -1.583, 0.010], [1.527, -1.722, -1.157], [1.665, -1.000, -2.196], [0.717, -1.018, -3.224], [1.142, -0.824, -4.515], [0.240, -0.825, -5.597], [-1.090, -1.051, -5.388], [-1.574, -1.223, -4.069], [-2.928, -1.527, -3.787], [-3.316, -1.742, -2.501], [-2.375, -1.522, -1.468], [-1.133, -1.184, -1.686], [-0.687, -1.134, -2.971], [3.749, -1.299, -0.101], [4.586, -1.426, 3.173], [2.134, -1.781, 3.380], [0.776, -2.510, -1.095], [2.204, -0.703, -4.685], [0.615, -0.672, -6.601], [-1.788, -1.108, -6.217], [-3.636, -1.593, -4.606], [-4.336, -2.001, -2.250], [-2.667, -1.626, -0.433], [4.185, -1.153, -1.083], [3.274, 2.297, 0.581], [1.944, 1.683, 0.897], [1.189, 1.144, -0.010], [1.670, 1.273, -1.325], [1.529, 1.652, 2.294], [2.322, 2.303, 3.383], [0.418, 0.990, 2.540], [-0.035, 0.859, 3.714], [3.492, 2.231, -0.477], [4.044, 1.767, 1.145], [3.296, 3.343, 0.891], [1.527, 0.395, -1.714], [3.301, 1.829, 3.513], [1.761, 2.199, 4.308], [2.487, 3.366, 3.184], [-4.562, -0.154, 3.418], [-3.691, -0.401, 2.429], [-2.608, -0.967, 2.950], [-4.281, -1.328, 1.639], [-3.286, 0.867, 1.597], [-2.240, 0.656, 0.807], [-3.077, 2.076, 2.617], [-2.800, 1.675, 3.857], [-2.077, 2.838, 2.186], [-4.172, 2.867, 2.710], [-4.497, 1.233, 0.664], [-4.321, 2.447, 0.125], [-5.689, 1.220, 1.284], [-4.581, 0.371, -0.357]], "largest_force_ha_per_bohr": 0.04210, "total_charge": -1, "e_tot_ha": -6696.9853, "gap_ev": 6.60}

***

{"formula": "C5H7N", "method": "ωB97M-V with the def2-TZVPD basis set", "symbols": ["C", "C", "C", "C", "N", "C", "H", "H", "H", "H", "H", "H", "H"], "xyz": [[0.496, -1.078, 0.257], [0.484, -0.056, -0.896], [0.668, 1.281, -0.164], [-0.182, 1.158, 0.853], [-1.048, -0.094, -0.859], [-0.749, -0.239, 0.624], [1.337, -1.139, 0.958], [0.235, -2.070, -0.134], [1.108, -0.206, -1.786], [1.221, 2.147, -0.512], [-0.586, 1.900, 1.530], [-1.467, -0.979, -1.166], [-1.518, -0.626, 1.294]], "largest_force_ha_per_bohr": 0.01311, "total_charge": 0, "e_tot_ha": -249.3718, "gap_ev": 10.24}

***

{"formula": "C9H13ClN4O6TeY", "method": "ωB97M-V with the def2-TZVPD basis set", "symbols": ["Y", "C", "C", "N", "C", "C", "N", "C", "O", "O", "C", "O", "O", "H", "H", "H", "H", "H", "C", "O", "C", "O", "N", "N", "H", "H", "H", "H", "H", "H", "Cl", "C", "H", "H", "Te"], "xyz": [[0.008, -0.452, 0.716], [-1.238, -2.536, -2.505], [-1.472, -1.074, -2.435], [-1.140, -0.281, -1.432], [-1.506, 0.989, -1.786], [-2.078, 0.975, -3.027], [-2.039, -0.342, -3.417], [-2.639, 2.007, -3.918], [-2.610, 3.247, -3.476], [-3.103, 1.696, -4.997], [-1.192, 2.102, -0.836], [-1.507, 3.262, -1.154], [-0.568, 1.743, 0.204], [-0.351, -2.769, -1.910], [-1.063, -2.848, -3.535], [-2.094, -3.087, -2.110], [-2.368, -0.662, -4.314], [-2.175, 3.319, -2.551], [3.749, -0.043, 4.681], [2.375, -0.235, 4.363], [1.893, 0.205, 3.199], [0.717, 0.010, 2.938], [2.729, 0.909, 2.385], [2.197, 1.251, 1.137], [3.874, -0.443, 5.683], [4.009, 1.017, 4.679], [4.394, -0.597, 3.996], [3.719, 0.714, 2.431], [2.554, 0.635, 0.401], [2.310, 2.239, 0.958], [-0.957, -2.774, 2.665], [-1.813, -1.991, 1.234], [-2.769, -1.649, 1.639], [-2.019, -2.827, 0.562], [2.172, -1.709, -0.469]], "largest_force_ha_per_bohr": 0.01773, "total_charge": -1, "e_tot_ha": -1788.0162, "gap_ev": 5.75}

***

{"formula": "C23H11Cl10CoN2OSe", "method": "ωB97M-V with the def2-TZVPD basis set", "symbols": ["Co", "Cl", "C", "C", "C", "Cl", "C", "Cl", "C", "Cl", "C", "Cl", "Cl", "C", "C", "Cl", "C", "Cl", "C", "O", "C", "Cl", "C", "Cl", "Se", "C", "C", "C", "N", "C", "C", "H", "H", "H", "H", "N", "C", "C", "C", "C", "C", "C", "H", "H", "H", "H", "H", "H", "H"], "xyz": [[0.010, 0.036, 0.141], [-2.886, 0.697, -1.435], [-2.491, -0.965, -1.274], [-1.261, -1.316, -0.710], [-1.041, -2.690, -0.613], [0.495, -3.242, -0.045], [-1.977, -3.652, -0.972], [-1.684, -5.328, -0.709], [-3.177, -3.248, -1.544], [-4.335, -4.419, -2.034], [-3.421, -1.893, -1.729], [-4.866, -1.378, -2.514], [6.210, -1.400, 3.630], [4.985, -0.854, 2.549], [3.642, -1.109, 2.823], [3.188, -1.940, 4.262], [2.670, -0.700, 1.933], [1.002, -0.974, 2.227], [2.970, -0.027, 0.720], [2.063, 0.325, -0.093], [4.347, 0.244, 0.497], [4.774, 1.108, -0.931], [5.322, -0.161, 1.388], [6.979, 0.170, 1.067], [-1.397, 1.457, 1.469], [-1.559, 0.932, 3.303], [-2.495, -0.023, 3.698], [-2.655, -0.272, 5.050], [-1.968, 0.346, 5.999], [-1.079, 1.249, 5.618], [-0.833, 1.584, 4.300], [-3.086, -0.560, 2.970], [-3.371, -1.005, 5.402], [-0.540, 1.728, 6.427], [-0.095, 2.335, 4.054], [0.211, 1.538, -1.648], [-0.066, 1.624, -3.016], [-1.081, 2.457, -3.480], [-1.310, 2.597, -4.835], [-0.530, 1.906, -5.745], [0.470, 1.058, -5.295], [0.695, 0.906, -3.941], [-0.153, 2.337, -1.134], [1.208, 1.429, -1.482], [-1.677, 3.009, -2.768], [-2.079, 3.274, -5.180], [-0.688, 2.039, -6.803], [1.088, 0.528, -6.009], [1.471, 0.243, -3.588]], "spin_multiplicity": 2, "largest_force_ha_per_bohr": 0.02098, "total_charge": -1, "e_tot_ha": -9454.0447, "gap_ev": [6.92, 7.43], "s_squared": 0.789}